C5H10O | ωB97M-V/def2-TZVPD

Each line ends with the Löwdin charge.
Cartesian coordinates (Å):
O  2.750  0.644  0.036  -0.009
C  1.724  -0.159  0.458  -0.239
C  -1.030  1.588  -0.125  -0.102
C  -2.091  0.870  -0.483  -0.100
C  -0.276  -1.545  0.207  -0.124
C  0.737  -0.565  -0.328  -0.195
H  -2.297  0.610  -1.522  0.057
H  -2.769  0.449  0.254  0.050
H  0.276  -2.326  0.748  0.074
H  -1.013  -1.105  0.894  0.060
H  0.701  -0.236  -1.365  0.111
H  -0.324  1.987  -0.846  0.059
H  -0.834  -2.029  -0.600  0.074
H  1.721  -0.435  1.514  0.127
H  -0.762  1.745  0.919  0.065
H  3.465  0.561  0.676  0.094

Values from the calculation:
Energy above the lowest of the compared OMol25 structures with the same formula, charge and spin   50.5 kcal per mole
DFT total energy   -271.67211 Eh
HOMO energy   -0.3101 hartree
SMILES   C/C=C/O.C=C



C14H46N14O8Pb | ωB97M-V/def2-TZVPD

Each line ends with the Löwdin charge.
Cartesian coordinates (Å):
Pb  -0.072  -0.148  -0.210  1.607
O  -2.550  0.362  -0.843  -0.137
O  2.196  0.005  -1.469  -0.139
O  -0.041  1.611  -2.283  -0.086
O  -0.372  -1.688  -2.390  -0.128
O  1.226  -3.983  3.768  -0.165
O  -1.317  -0.254  2.154  -0.101
O  -1.375  4.545  2.095  -0.176
O  1.647  0.314  1.669  -0.132
N  -1.184  2.967  -3.724  0.172
N  0.071  -2.797  0.499  -0.023
N  -4.427  -0.539  -1.747  0.183
N  -3.566  -0.074  1.970  0.177
N  -0.663  2.339  0.345  -0.017
N  3.326  -0.309  3.066  0.196
N  3.614  -1.387  -2.558  0.183
N  -3.951  1.659  -2.117  0.198
N  -2.677  -0.985  3.855  0.188
N  0.108  -2.595  -4.425  0.177
N  3.770  0.916  1.175  0.189
N  3.724  0.861  -2.942  0.189
N  -1.720  -3.298  -3.266  0.186
N  -0.020  1.138  -4.506  0.192
C  0.046  -5.007  1.395  -0.052
C  1.286  -3.215  2.581  -0.232
C  3.089  -0.164  -2.312  -0.639
C  2.856  0.370  2.004  -0.613
C  0.023  -3.503  1.803  -0.375
C  -1.852  5.787  2.582  -0.092
C  2.465  -3.953  4.443  -0.095
C  -0.411  1.848  -3.434  -0.623
C  -0.611  -2.543  -3.273  -0.625
C  -0.327  4.721  1.178  -0.221
C  0.280  3.369  0.844  -0.391
C  -2.449  -0.487  2.627  -0.635
C  1.457  3.537  -0.101  -0.060
C  -3.597  0.513  -1.494  -0.614
H  -4.464  0.090  2.381  0.111
H  -3.988  -1.438  -1.699  0.100
H  0.043  -5.712  2.232  0.083
H  -2.429  -3.240  -2.563  0.105
H  -1.571  2.907  -4.648  0.100
H  -1.893  -1.263  4.420  0.121
H  4.698  1.157  1.470  0.115
H  -0.752  5.144  0.253  0.131
H  4.313  -1.485  -3.272  0.107
H  0.847  -3.223  0.010  0.077
H  3.243  -2.236  -2.176  0.113
H  1.962  2.622  -0.414  0.040
H  0.474  0.288  -4.309  0.084
H  0.011  -3.403  -5.012  0.110
H  0.651  2.903  1.760  0.142
H  2.814  -2.936  4.644  0.074
H  3.244  -4.492  3.892  0.097
H  -4.766  1.660  -2.701  0.113
H  -3.611  -1.277  4.069  0.111
H  -1.287  2.587  -0.418  0.055
H  -1.854  -3.950  -4.018  0.113
H  -1.320  2.382  1.134  0.087
H  2.808  -0.862  3.713  0.090
H  3.429  1.230  0.284  0.075
H  3.496  1.806  -2.693  0.115
H  -0.838  -5.290  0.821  0.076
H  0.791  -1.903  -4.658  0.096
H  2.198  -3.354  1.983  0.136
H  -2.815  5.681  3.072  0.092
H  -0.525  1.217  -5.372  0.113
H  4.323  -0.198  3.151  0.114
H  2.364  -4.501  5.379  0.098
H  -1.475  3.575  -2.988  0.096
H  0.485  5.403  1.450  0.138
H  -5.337  -0.396  -2.141  0.111
H  2.288  4.061  0.385  0.089
H  -3.408  2.497  -2.081  0.095
H  -1.797  6.561  1.812  0.089
H  1.195  4.135  -0.977  0.085
H  -0.818  -2.946  0.040  0.061
H  1.322  -2.148  2.825  0.099
H  -0.838  -3.324  2.443  0.141
H  0.975  -5.241  0.873  0.083
H  4.374  0.625  -3.666  0.106
H  -3.390  0.160  1.005  0.056
H  -1.179  6.193  3.350  0.093

Values from the calculation:
Net charge   +2
DFT total energy   -2122.19520 Eh
HOMO energy   -0.4877 hartree



C63H72O27 | ωB97M-V/def2-TZVPD

Each line ends with the Löwdin charge.
Cartesian coordinates (Å):
O  14.619  -24.691  7.230  -0.008
O  8.477  -29.761  11.633  0.023
O  6.769  -21.839  6.104  0.036
O  16.523  -23.499  6.916  0.123
O  14.364  -26.933  13.042  -0.048
O  12.144  -27.810  14.688  0.040
O  10.758  -20.075  8.465  0.005
O  9.351  -17.892  10.423  0.045
O  14.189  -26.164  10.880  0.084
O  8.257  -20.446  14.858  0.039
O  4.052  -19.243  10.202  0.037
O  7.402  -25.428  10.262  0.018
O  11.738  -20.779  5.850  -0.001
O  14.069  -28.387  11.494  0.040
O  12.645  -23.964  11.941  0.042
O  10.081  -20.792  17.042  0.100
O  11.074  -20.629  15.037  0.005
O  10.671  -26.050  8.019  -0.011
O  8.399  -25.639  5.776  0.002
O  6.131  -24.908  12.391  -0.021
O  9.666  -20.023  2.427  0.057
O  16.458  -18.773  3.684  0.061
O  6.706  -27.477  13.676  0.049
O  9.124  -17.394  7.251  0.026
O  16.216  -24.981  8.594  -0.017
O  11.070  -22.786  1.930  0.077
O  10.662  -22.595  15.837  0.014
C  6.565  -23.724  12.938  -0.313
C  15.851  -24.281  7.536  -0.651
C  9.952  -28.814  14.668  -0.011
C  7.630  -19.236  9.459  -0.028
C  14.000  -20.110  6.056  0.003
C  6.329  -23.526  14.257  -0.037
C  7.718  -21.559  14.337  -0.328
C  8.030  -27.500  14.026  -0.310
C  12.961  -20.087  3.890  -0.004
C  7.225  -24.558  9.188  -0.297
C  8.066  -18.234  10.367  -0.329
C  14.206  -27.086  11.658  -0.557
C  17.599  -24.742  9.101  0.019
C  10.210  -28.079  11.072  0.011
C  11.629  -21.825  11.626  0.027
C  10.245  -18.358  3.879  -0.028
C  10.753  -27.157  10.167  -0.016
C  9.143  -25.021  4.749  -0.290
C  8.802  -26.369  13.989  0.009
C  11.036  -19.224  15.249  -0.043
C  10.587  -21.295  16.067  -0.653
C  6.093  -24.661  8.433  0.038
C  10.202  -24.208  5.147  -0.022
C  11.134  -20.914  10.685  0.015
C  15.282  -19.270  4.138  -0.339
C  8.529  -28.770  9.465  0.005
C  6.860  -22.772  7.101  -0.345
C  8.179  -23.519  8.969  0.006
C  14.195  -19.586  3.347  0.005
C  10.205  -27.078  8.879  -0.297
C  10.896  -23.522  4.208  -0.014
C  11.258  -21.096  9.268  -0.303
C  12.210  -22.999  11.112  -0.332
C  9.948  -23.514  16.699  0.014
C  15.046  -25.677  13.312  -0.014
C  9.507  -19.488  3.640  -0.374
C  7.129  -17.697  11.281  -0.014
C  10.243  -17.651  5.104  0.018
C  15.166  -19.573  5.493  0.010
C  12.867  -20.270  5.268  -0.314
C  12.293  -23.203  9.745  0.002
C  6.268  -19.570  9.408  -0.011
C  7.960  -22.641  7.927  -0.014
C  10.165  -26.498  14.236  -0.051
C  11.840  -22.237  8.774  -0.008
C  10.542  -23.599  2.861  -0.334
C  8.798  -25.131  3.440  -0.014
C  7.871  -21.706  12.930  0.017
C  14.062  -28.708  10.108  -0.019
C  9.082  -27.848  8.504  -0.003
C  8.659  -19.291  5.876  -0.034
C  8.620  -28.708  14.398  -0.055
C  5.399  -18.933  10.238  -0.330
C  6.898  -22.462  14.932  -0.042
C  9.405  -18.121  6.089  -0.291
C  9.484  -24.386  2.479  -0.003
C  10.772  -27.663  14.532  -0.331
C  8.687  -19.954  4.682  -0.019
C  5.966  -23.799  7.253  0.022
C  9.137  -28.936  10.707  -0.262
C  14.083  -24.010  6.051  0.007
C  7.396  -22.791  12.246  0.021
C  5.809  -18.001  11.189  -0.034
H  7.645  -29.342  9.150  0.126
H  15.050  -29.150  9.919  0.108
H  8.306  -19.651  8.727  0.072
H  10.609  -27.921  12.070  0.096
H  14.908  -25.033  12.428  0.079
H  10.374  -24.100  6.173  0.092
H  10.126  -24.476  16.298  0.072
H  14.105  -22.969  6.396  0.090
H  8.435  -25.390  13.760  0.106
H  5.794  -24.205  14.876  0.117
H  11.880  -22.366  7.720  0.083
H  8.648  -21.888  7.554  0.113
H  8.423  -20.917  12.469  0.106
H  5.341  -25.367  8.664  0.111
H  11.576  -22.167  2.395  0.046
H  11.145  -18.820  16.284  0.111
H  7.576  -22.895  11.201  0.074
H  3.576  -18.482  10.489  0.078
H  13.999  -20.286  7.112  0.116
H  9.060  -23.439  9.640  0.133
H  11.838  -18.794  14.638  0.102
H  12.653  -24.093  9.282  0.094
H  12.122  -20.236  3.251  0.079
H  6.630  -22.270  15.983  0.129
H  13.996  -27.788  9.492  0.106
H  10.876  -16.765  5.238  0.133
H  7.908  -25.723  3.209  0.128
H  8.949  -29.723  12.489  0.068
H  12.951  -24.634  11.313  0.050
H  7.965  -20.748  4.532  0.105
H  9.090  -24.360  1.464  0.126
H  11.560  -21.671  12.669  0.094
H  7.976  -19.692  6.608  0.092
H  14.579  -25.195  14.177  0.105
H  10.395  -29.748  14.945  0.118
H  9.209  -20.892  2.358  0.127
H  10.039  -18.920  14.968  0.080
H  8.367  -20.285  15.803  0.105
H  10.599  -19.975  10.928  0.109
H  5.100  -23.923  6.603  0.119
H  10.361  -23.368  17.685  0.095
H  5.929  -20.357  8.665  0.137
H  6.411  -26.612  13.317  0.081
H  11.601  -22.789  4.565  0.098
H  8.281  -25.773  10.182  0.091
H  16.091  -25.923  13.446  0.094
H  11.015  -18.020  3.210  0.117
H  14.728  -24.109  5.211  0.090
H  6.038  -22.063  5.550  0.100
H  11.026  -20.350  7.580  0.051
H  17.552  -25.394  9.964  0.083
H  8.256  -17.734  7.570  0.095
H  16.643  -18.801  2.751  0.102
H  15.993  -19.235  6.111  0.124
H  18.279  -25.113  8.316  0.101
H  10.632  -26.407  7.124  0.086
H  5.166  -17.679  11.983  0.116
H  9.899  -18.211  9.692  0.087
H  7.933  -29.553  14.559  0.140
H  6.519  -25.156  11.476  0.075
H  10.965  -20.586  5.312  0.071
H  12.583  -27.445  13.928  0.051
H  13.161  -24.466  5.818  0.066
H  10.775  -25.665  13.961  0.119
H  13.301  -29.379  9.884  0.073
H  7.452  -16.980  12.095  0.140
H  8.920  -23.239  16.813  0.078
H  14.334  -19.528  2.279  0.110
H  17.810  -23.705  9.341  0.093
H  8.809  -25.526  6.666  0.070
H  8.595  -27.805  7.538  0.108
H  11.395  -26.347  10.528  0.115

Values from the calculation:
Energy above the lowest of the compared OMol25 structures with the same formula, charge and spin   0.0 kcal per mole
DFT total energy   -4475.28899 Eh
HOMO energy   -0.2837 hartree
SMILES   Oc1ccc(O)cc1.Oc1ccc(O)cc1.Oc1ccc(O)cc1.Oc1ccc(O)cc1.Oc1ccc(O)cc1.Oc1ccc(O)cc1.Oc1ccc(O)cc1.Oc1ccc(O)cc1.Oc1ccc(O)cc1.COC(=O)OC.COC(=O)OC.COC(=O)OC



C4H8 | ωB97M-V/def2-TZVPD

Each line ends with the Löwdin charge.
Cartesian coordinates (Å):
C  -0.078  0.316  -0.172  -0.250
C  0.698  -1.577  0.450  0.074
C  0.735  0.786  -1.108  -0.014
C  -1.257  0.849  0.409  -0.140
H  0.992  -1.651  1.409  -0.024
H  1.541  0.064  -1.287  0.042
H  -1.258  0.773  1.540  0.097
H  0.783  1.774  -1.461  0.040
H  -0.147  -2.120  0.175  -0.004
H  -1.215  1.945  0.043  0.111
H  -2.261  0.486  0.283  0.065
H  1.466  -1.642  -0.282  0.003

Values from the calculation:
Energy above the lowest of the compared OMol25 structures with the same formula, charge and spin   72.7 kcal per mole
DFT total energy   -157.06806 Eh
HOMO energy   -0.3310 hartree